1.
A molecular structure, C14H21ClN6O4ReS. Source: OMol25; level of theory: ωB97M-V with the def2-TZVPD basis set.

Element x y z (Å)
Re  0.2239  0.0413  -0.7096
C  1.4812  -3.8637  0.6147
C  1.3059  -2.5513  -0.0448
N  0.2271  -1.8326  0.0584
N  -0.9387  -2.3956  0.5430
C  -1.9150  -2.0566  -0.2579
N  -3.1420  -2.5361  -0.0685
S  -1.6982  -0.9164  -1.6196
C  2.2327  -2.0444  -1.0735
C  3.3949  -2.6741  -1.4448
C  4.0368  -2.2594  -2.6152
C  3.4809  -1.2488  -3.3705
C  2.3268  -0.6225  -2.9175
N  1.7217  -1.0034  -1.7929
H  0.7377  -4.0101  1.3912
H  1.3840  -4.6624  -0.1262
H  2.4837  -3.9285  1.0409
H  -3.2965  -3.2344  0.6441
H  -3.8817  -2.3537  -0.7261
H  3.7864  -3.4933  -0.8586
H  4.9497  -2.7452  -2.9326
H  3.9296  -0.9236  -4.2983
H  1.8839  0.2049  -3.4559
O  3.4117  1.5085  -1.4663
Cl  2.3398  1.9040  -0.6537
O  2.5039  3.1325  -0.0175
O  1.9847  0.7894  0.3192
O  1.0287  1.8727  -1.4680
C  -0.2184  2.1712  1.5584
C  -1.1496  3.0586  2.4199
N  -2.5424  2.8265  2.0837
C  -2.8513  1.4306  2.3289
C  -1.9669  0.5047  1.4554
N  -1.0235  1.3185  0.5979
C  -1.8572  2.2659  -0.2376
C  -2.7546  3.1395  0.6793
H  0.3819  1.4981  2.1664
H  0.4371  2.7979  0.9675
H  -0.9192  4.1104  2.2551
H  -1.0002  2.8494  3.4783
H  -3.9033  1.2585  2.1027
H  -2.7005  1.2162  3.3861
H  -2.5945  -0.0779  0.7908
H  -1.3556  -0.1715  2.0536
H  -2.4559  1.6628  -0.9167
H  -1.1659  2.8711  -0.8229
H  -3.8045  2.9771  0.4384
H  -2.5390  4.1951  0.5214

net charge	+2
multiplicity	4
orbital gap (spin up / spin down)	6.8 / 5.3	eV
LUMO level (spin up / spin down)	-7.57 / -9.02	eV

2.
A molecular structure, C14H21F4N2PtSe2. Source: OMol25; level of theory: ωB97M-V with the def2-TZVPD basis set.

Element x y z (Å)
Pt  -0.4723  -0.4061  -0.3977
C  1.8861  -0.4120  -2.1700
N  1.0126  -1.4521  -1.5902
C  0.4888  -2.2930  -2.6843
C  1.7877  -2.2807  -0.6286
C  1.9993  -1.5208  0.6789
N  0.6805  -1.0707  1.0996
C  0.4615  -0.7030  2.4230
C  -0.8442  -0.5932  2.9323
F  -1.9088  -0.8294  2.1361
C  -1.1043  -0.2772  4.2506
F  -2.3811  -0.1907  4.6349
C  -0.0894  -0.0608  5.1612
C  1.2009  -0.1704  4.6874
F  2.2325  0.0409  5.5052
C  1.4761  -0.4698  3.3630
F  2.7707  -0.4941  2.9979
H  2.7093  -0.8861  -2.7130
H  2.2935  0.2158  -1.3819
H  1.3076  0.2029  -2.8564
H  1.3094  -2.8016  -3.1991
H  -0.0360  -1.6601  -3.3952
H  -0.1960  -3.0317  -2.2747
H  2.7404  -2.5643  -1.0872
H  1.2105  -3.1847  -0.4391
H  2.7460  -0.7276  0.5817
H  2.3941  -2.2341  1.4057
H  -0.2949  0.1855  6.1917
C  0.3959  2.9168  -0.3789
Se  -0.7078  1.7432  0.7035
C  -2.4408  2.3451  0.0261
C  -2.5717  2.0757  -1.4544
Se  -2.4155  0.1538  -1.7476
C  -2.1387  0.2114  -3.6699
H  0.1827  3.9323  -0.0521
H  0.2058  2.7998  -1.4408
H  1.4335  2.6731  -0.1644
H  -2.5428  3.4118  0.2276
H  -3.1765  1.8099  0.6265
H  -1.7836  2.5535  -2.0328
H  -3.5340  2.4173  -1.8337
H  -1.2658  0.8179  -3.8993
H  -3.0300  0.6195  -4.1382
H  -1.9912  -0.8122  -4.0034

net charge	+1
orbital gap (spin up / spin down)	7.1 / 7.1	eV
LUMO level (spin up / spin down)	-3.49 / -3.49	eV
energy above the lowest of the compared OMol25 structures with the same formula, charge and spin	0.833	eV

3.
2 unconnected molecules or ions with the total composition C14H21IN3O9P2. Source: OMol25; level of theory: ωB97M-V with the def2-TZVPD basis set.

Element x y z (Å)
C  -2.1157  4.7362  1.2192
C  -1.6154  4.2195  0.0555
C  -0.4205  4.8806  -0.5727
O  0.8802  4.2400  -0.2245
C  1.2601  3.3172  -1.1272
O  1.8984  3.5824  -2.1099
C  0.9099  1.8883  -0.7930
C  0.7200  1.5755  0.5554
C  0.4464  0.2948  0.9460
P  0.2105  -0.0164  2.7488
O  1.2886  -0.8195  3.2950
O  0.1490  1.4392  3.3803
O  -1.2560  -0.6202  2.9387
N  0.3724  -0.6989  0.0170
P  0.0910  -2.3952  0.7060
O  -0.5762  -3.1645  -0.5376
I  2.3630  -3.2076  0.7475
C  0.5406  -0.4062  -1.2945
O  0.4876  -1.4189  -2.1546
N  -0.8981  -1.5404  -2.8488
O  -1.0080  -2.5686  -3.2869
C  0.7937  0.8933  -1.7509
C  0.9395  1.1598  -3.2279
C  -0.1176  2.1596  -3.7074
C  -1.5370  2.0289  -3.2083
N  0.1343  3.1128  -4.4935
H  -3.1162  5.1522  1.2826
H  -1.4650  4.7815  2.0892
H  -1.9978  3.3188  -0.4170
H  -0.3354  5.9019  -0.2260
H  -0.5311  4.8847  -1.6576
H  0.7855  2.3637  1.2875
H  -0.7455  1.8018  3.4134
H  -1.8930  -0.1523  2.3795
H  -0.9966  -3.9847  -0.2328
H  1.9396  1.5274  -3.4325
H  0.7382  0.2537  -3.7947
H  -2.2268  1.8861  -4.0356
H  -1.6721  1.2633  -2.4468
H  -1.8125  2.9799  -2.7501
H  1.1197  3.1370  -4.7502
C  1.5878  -6.2918  3.7247
C  0.2415  -6.4739  3.0517
O  0.3095  -6.1986  1.6478
H  1.9519  -5.2739  3.5798
H  1.5206  -6.4899  4.7943
H  2.3292  -6.9692  3.2945
H  -0.4920  -5.7855  3.4687
H  -0.1239  -7.4941  3.1978
H  0.9435  -6.8097  1.2601

net charge	+1
orbital gap	6.7	eV
LUMO level	-5.02	eV
energy above the lowest of the compared OMol25 structures with the same formula, charge and spin	0.000	eV

Computed values of maximum force (unit: eV/Å) for the preceding records, in sequence: 0.6 1.3 2.0.